Entry 1:
Computed, not measured: a structure of composition C17H30NO9V in a non-equilibrium geometry, with wB97M-V/def2-TZVPD.

The geometry in XYZ format:
```
58
Properties=species:S:1:pos:R:3:forces:R:3:mulliken_charge:R:1
H 27.3757 5.3324 -7.6973 -0.53 0.29 -0.30 0.45
H 29.2055 5.0949 -11.2933 -0.74 0.60 0.25 0.26
H 28.6034 4.5935 -8.6269 0.12 -0.29 0.19 0.30
C 27.0630 5.2211 -9.9339 -2.67 0.15 1.91 -1.74
C 29.8214 2.0002 -18.6124 -0.32 -0.19 0.64 -0.27
O 26.5454 2.0943 -11.8968 2.40 -0.61 -1.73 -0.81
C 28.5804 7.1212 -16.6515 -0.99 0.68 -0.54 -0.58
H 31.8268 6.3699 -17.8287 -0.03 0.18 0.11 0.35
H 26.0864 4.3715 -13.0260 0.12 0.37 -0.33 0.38
H 25.9801 5.3221 -9.7674 -0.15 0.31 0.02 0.46
H 26.1352 0.2170 -9.7499 0.57 0.41 -0.69 0.36
H 28.3828 8.1143 -16.2478 0.23 -0.15 0.40 0.31
O 32.0220 2.3273 -18.1225 1.58 -0.78 -0.03 -0.39
C 28.3710 1.6844 -9.5788 0.60 1.74 -0.45 -1.49
H 29.0622 2.4224 -17.9510 0.04 0.18 -0.05 0.13
H 26.5848 5.9814 -12.4080 -0.15 0.03 -0.12 0.37
H 30.2430 6.0787 -18.6042 0.24 -0.80 0.39 0.36
V 28.1706 1.4888 -13.3134 -5.02 1.36 -0.97 1.52
C 26.1385 5.0223 -12.1482 0.20 -1.20 -0.99 -1.82
O 27.8705 6.1438 -15.8949 -0.50 0.68 -0.24 -0.33
O 28.2913 4.0698 -15.1963 0.00 0.55 -0.37 -0.34
C 26.9427 2.3234 -9.5457 0.93 -0.11 -0.42 1.50
H 30.6071 7.6192 -18.4185 0.79 0.57 0.61 0.42
H 29.9900 1.0576 -15.8786 -0.05 -0.78 -0.47 0.29
C 31.6706 3.2792 -18.9942 0.41 -0.44 0.75 0.72
H 25.8226 3.3907 -8.1199 0.08 0.23 0.45 0.39
C 29.9942 6.6577 -16.5467 2.17 0.16 -1.71 0.53
H 29.0888 3.4837 -11.3902 -0.17 -0.37 -0.86 0.38
H 28.5993 4.5649 -12.8099 -0.07 -0.66 -0.08 -0.11
H 28.7194 1.2890 -8.6240 -0.72 -0.86 -0.11 0.48
C 26.8860 3.3229 -8.3546 0.16 -0.42 -0.49 -1.21
H 31.1092 0.3663 -18.2012 1.00 0.27 -0.40 0.23
C 27.0680 4.3002 -11.1696 1.22 1.85 0.65 2.15
H 29.3522 1.2595 -19.2558 0.02 0.20 -0.20 0.32
O 32.3879 4.1876 -19.2881 -0.59 -0.16 -0.39 -0.56
C 27.5116 4.6924 -8.5682 1.40 -0.88 -1.41 -0.71
H 27.3694 6.2563 -10.0793 0.49 -0.24 -0.62 0.47
H 27.4734 2.8258 -7.5811 -0.61 -0.08 0.44 0.40
H 30.4776 7.2625 -15.7767 0.33 -0.55 0.24 0.24
H 31.7763 0.8485 -15.8600 -0.02 -0.19 -0.25 0.37
O 27.3827 1.3352 -14.7604 2.33 -0.03 3.21 -0.64
H 26.3339 0.8212 -8.2108 -0.45 0.29 0.29 0.40
O 29.9041 5.2633 -16.1862 -0.81 1.04 0.45 -0.24
H 24.9465 1.3026 -9.2681 0.08 0.72 0.31 0.41
C 30.9366 1.3475 -16.3381 -0.98 1.27 1.20 -1.26
O 30.4251 3.0280 -19.3936 -0.89 0.70 -0.86 -0.38
C 30.7911 6.6860 -17.8761 -1.80 0.45 -0.35 -1.52
H 28.1929 7.1912 -17.6726 0.04 -0.57 -0.06 0.29
O 29.6019 2.0838 -13.4745 0.16 -0.51 -0.14 -0.56
C 28.5339 4.3556 -11.7436 0.15 -0.53 0.73 -1.17
N 26.5027 2.9870 -10.8162 0.69 -0.34 0.43 0.39
H 29.1572 2.4405 -9.6923 -0.25 0.28 -0.35 0.36
C 28.6458 5.0887 -15.7259 0.31 -2.21 0.99 0.58
C 30.9917 1.3893 -17.8321 -0.64 -0.06 0.14 0.54
H 25.0960 5.1293 -11.8513 0.18 0.10 0.59 0.41
H 30.9366 2.3850 -15.9879 0.38 0.08 -0.05 0.23
C 26.0261 1.1598 -9.2045 -0.34 -1.20 0.29 -1.76
H 28.4773 1.0348 -10.4473 0.01 -0.52 0.34 0.11
```
Forces are in eV/Å.

Summary:
Strongest force on any atom (eV Å⁻¹): 5.3
LUMO (eV): -2.10
ΔE to the lowest compared entry with this formula, charge and spin (kJ/mol): 0.0


Entry 2:
Computed, not measured: the molecule C17H30O in a non-equilibrium geometry, with wB97M-V/def2-TZVPD.

The geometry in XYZ format:
```
48
Properties=species:S:1:pos:R:3:forces:R:3:mulliken_charge:R:1
H 2.0134 1.1249 -2.8708 -0.11 0.20 0.23 0.30
H 0.9513 1.1281 1.7463 0.08 -0.47 -0.42 0.32
H -2.9839 0.6600 3.0403 0.16 -0.22 -0.10 0.38
C -1.5989 -0.6836 1.9705 -0.05 -0.61 0.51 2.33
H 0.6377 -2.4395 2.7475 0.25 -0.59 -0.13 0.42
H -1.3734 0.1444 1.3005 0.13 -0.01 -0.12 -0.79
H -3.6898 -0.4279 1.8199 -0.17 0.21 0.31 0.34
C -2.8355 -0.7332 -0.8147 1.23 1.94 -1.06 -0.97
C 2.4479 2.3586 -0.2308 -0.43 -0.38 -0.39 -2.17
C 2.6651 -0.8036 -3.3562 -0.74 -0.86 0.13 -1.22
C 2.7187 0.3979 -2.4600 -0.70 0.42 0.60 -0.35
H 0.7792 -1.3460 0.6334 0.05 -0.12 -0.23 -0.13
H 1.6468 -1.2564 -3.2408 0.85 0.23 -0.38 0.21
H 2.4064 -1.5156 1.2413 -0.34 0.04 0.19 0.51
C -0.5301 0.0910 -1.4936 -0.07 1.26 -0.06 -0.44
H -0.3799 1.6615 0.0405 0.15 -0.05 0.07 0.39
H -0.4539 0.2473 3.4982 0.25 0.30 -0.23 0.46
H -0.1693 0.0208 -2.5324 -0.19 0.16 0.16 0.59
C -2.0688 0.2104 -1.4775 -0.27 -1.33 1.51 0.92
C -0.5501 -0.7535 3.0754 0.72 0.56 -0.23 -1.38
H -3.2583 -1.0629 3.4226 0.45 0.34 -0.58 0.37
H -3.9241 -0.6119 -0.7423 0.31 0.09 -0.33 0.28
H 3.3993 -1.5626 -3.0876 0.01 0.00 0.14 0.33
H 3.6919 0.8538 -2.4667 0.61 0.30 -0.03 0.41
H 2.4002 2.9131 -1.1641 -0.08 -0.08 -0.29 0.44
H -3.7526 1.3304 -2.1367 0.27 0.35 -0.16 0.44
H 2.6164 0.7567 1.7050 0.24 0.11 -0.43 0.48
C 0.8109 -1.3755 2.7294 -0.16 0.32 -0.03 -1.30
H 3.4904 2.1718 -0.0197 0.32 -0.13 0.18 0.52
H 0.2676 2.1045 -1.5036 0.10 0.27 -0.13 0.67
C -2.6606 1.4466 -2.1360 -0.03 -1.18 0.31 -1.54
H -1.4221 -2.9112 1.5233 -0.01 0.18 0.07 0.42
C -2.9438 -0.3545 2.6193 -0.89 -0.20 -0.06 -1.65
H -2.2704 1.5060 -3.1564 -0.20 0.20 0.02 0.33
C 1.4535 -0.9915 1.4103 -0.51 0.05 -0.85 -0.05
H 2.0564 3.0332 0.5290 -0.14 -0.15 0.18 0.42
C 0.2351 1.2924 -0.7850 -0.82 -0.88 -0.78 -1.51
C 1.6676 1.0013 -0.2776 0.94 1.03 0.08 1.65
H -2.3701 2.3433 -1.5887 -0.05 0.08 -0.06 0.29
H 1.5143 -1.1673 3.5160 0.26 0.10 0.67 0.45
O 2.3876 0.0472 -1.1027 -0.47 0.03 0.11 -0.35
C -1.7327 -1.9445 1.1303 -1.02 0.56 -2.07 -0.61
C 1.6843 0.5042 1.1897 -0.25 0.00 0.51 -1.00
H -0.9241 -1.2905 3.9260 -0.45 -0.67 0.37 0.46
H -2.4114 -2.8661 -0.6193 -0.08 -0.44 -0.27 0.41
H 2.8575 -0.5297 -4.4024 -0.21 0.03 0.26 0.37
C -2.3009 -1.9212 -0.1235 1.10 -0.06 2.39 -0.76
H -0.1946 -0.8005 -1.0260 -0.05 -0.93 0.40 0.30
```
Forces are in eV/Å.

Summary:
Strongest force on any atom (eV Å⁻¹): 2.6
SMILES: CCO[C@]1(C)CCCC[C@H](C)/C=C\C=C(\C)CC1
LUMO (eV): 0.82
ΔE to the lowest compared entry with this formula, charge and spin (kJ/mol): 0.0


Entry 3:
Computed, not measured: a structure of composition C17H31BrF3InN2O9PS in a non-equilibrium geometry, with wB97M-V/def2-TZVPD.

The geometry in XYZ format:
```
66
Properties=species:S:1:pos:R:3:forces:R:3:mulliken_charge:R:1
C 2.2435 -2.2243 -2.5840 -0.22 1.94 -0.43 -1.99
O -0.4082 5.7790 2.1125 0.49 -1.13 -0.37 -0.25
O 0.8601 -0.1232 1.4243 -1.37 -1.06 0.16 -0.42
H 2.5693 4.7529 1.9787 -0.31 0.36 0.10 0.27
C -0.6679 4.4958 1.6854 0.57 -0.04 -0.64 -0.26
H -2.5911 -4.9993 0.8002 -0.09 0.61 0.05 0.73
P 0.0833 -1.5366 1.6269 0.58 1.47 1.33 0.99
H 1.9537 -1.9274 2.6516 -0.07 -0.26 0.20 0.31
H -0.4465 3.7233 2.4522 -0.64 0.49 0.14 0.22
C -2.3685 2.5283 -0.1318 -0.69 -0.94 -0.35 -0.36
H 1.4814 4.8016 3.3785 0.01 0.44 -0.29 0.30
H -1.5917 -5.4731 2.7412 0.33 0.30 -0.16 0.44
C 1.4662 -1.4206 -1.4358 0.83 -2.61 -0.80 -0.05
In 2.4889 -4.8336 -2.6932 1.75 -5.52 -0.34 0.59
H -1.5498 -0.3690 2.3733 -0.41 -0.39 0.27 0.37
O 1.2695 -4.3580 -0.1416 0.98 -2.19 -0.44 -0.49
H -1.6442 -2.6815 -2.5762 0.54 -0.09 0.43 0.73
H 0.9501 7.2972 1.9443 -0.21 -0.48 0.06 0.37
H -0.5739 0.3426 -2.2314 -0.03 -0.43 0.33 0.40
C -2.5053 0.9745 -0.1636 -0.09 0.86 1.49 -0.85
H -1.9711 -0.6740 -1.9634 0.21 0.08 0.64 0.82
C -0.5676 -2.4461 -2.6221 -0.59 -0.04 -0.14 -1.34
C -1.4859 -3.4164 -0.0813 -1.23 0.59 0.51 -1.14
H 1.9631 -3.2998 -2.6354 -1.49 4.71 0.46 0.64
H -1.1936 -4.2400 -0.7567 0.22 0.39 0.40 0.41
C 1.9583 5.4256 2.6039 0.40 -0.36 0.13 -0.86
Br -3.6813 -3.0665 1.8469 0.63 -0.19 -0.20 0.04
H -2.8906 0.7017 0.8440 -0.04 0.06 -0.52 0.42
C 1.0553 -3.2221 -0.1177 -1.61 4.43 1.10 -0.90
F 4.6197 0.5515 -2.4167 -0.20 -0.46 -0.55 -0.19
F 4.3979 -0.6590 -0.6491 -0.29 -0.24 0.21 -0.18
H -1.1684 -3.7976 3.1181 0.11 -0.41 -0.29 0.33
O -1.2066 -1.2643 2.5636 0.83 0.18 -1.34 -0.53
N 1.0827 -2.4500 2.4959 -0.23 -0.18 -0.59 -0.70
H 0.2863 -0.9765 -3.8262 -0.27 0.09 -0.41 0.21
S 2.1125 0.2788 -1.7247 -0.80 4.05 -0.12 1.32
O 2.0248 0.6330 -3.1138 0.16 -2.13 -0.63 -0.64
O 1.9645 -2.1558 -0.2967 0.71 -0.31 0.15 -0.44
N -0.4455 -1.6778 -3.8600 0.53 -0.54 0.82 -0.52
H 3.3269 -2.1686 -2.3540 -0.49 -0.08 0.04 0.78
H -3.2049 2.9242 -0.7406 0.56 0.19 0.06 0.38
H 2.6342 6.1231 3.1266 -0.38 -0.14 -0.33 0.33
C -2.2462 4.3654 1.3272 -0.75 0.14 0.55 -0.47
C -1.0206 -0.3551 -1.4958 0.60 0.49 -0.18 -2.33
C 0.9058 6.2169 1.7451 0.45 0.90 0.08 -0.13
O -2.5566 3.0178 1.2061 0.44 0.51 -0.42 -0.26
H -0.0815 4.2255 0.7835 -0.13 0.30 0.36 0.37
C 3.9506 0.4082 -1.2978 1.16 -0.07 -0.23 0.71
C -0.1103 -1.6322 -1.3225 -0.98 1.36 -1.26 1.76
O -1.2219 0.3669 -0.2879 -0.66 -0.78 -0.16 0.47
H -1.3710 2.8282 -0.4958 -0.45 -0.01 -0.16 0.38
H 1.0995 6.0764 0.6592 -0.24 -0.20 0.47 0.32
C -0.3018 -2.4082 0.0454 0.84 -1.78 -1.48 1.95
H 0.2989 0.5874 1.7792 0.48 0.23 -0.50 0.29
H -1.3341 -1.2964 -4.1557 0.26 0.10 -0.13 0.36
H -3.2657 0.6333 -0.8807 0.55 0.08 -0.07 0.44
C -1.1729 -4.5530 2.3078 -0.63 0.74 0.58 -1.11
H -2.3085 -2.8934 -0.6050 0.36 -0.20 0.27 0.40
F 4.1483 1.4931 -0.6019 -0.57 0.15 0.69 -0.17
H -2.4825 4.9359 0.4121 0.46 -0.23 0.19 0.36
C -2.1139 -4.0693 1.1719 0.43 -0.96 -0.22 -0.50
H -2.7802 4.8322 2.1748 0.22 -0.54 -0.18 0.39
H 2.1114 -1.7950 -3.5901 -0.02 -0.35 0.30 0.66
O 1.4627 1.3118 -0.9659 -0.03 -1.07 1.52 -0.57
H -0.0702 -3.4374 -2.6879 -0.04 0.41 0.04 0.21
H -0.1261 -4.6888 2.0106 -0.46 -0.21 -0.17 0.23
```
Forces are in eV/Å.

Summary:
Strongest force on any atom (eV Å⁻¹): 5.8
LUMO (eV): -15.15
Net charge: +3


Entry 4:
Computed, not measured: a structure of composition C17H31Cl3CrO2P2 in a non-equilibrium geometry, with wB97M-V/def2-TZVPD.

The geometry in XYZ format:
```
56
Properties=species:S:1:pos:R:3:forces:R:3:mulliken_spin:R:1
H 0.4620 -2.3448 -2.3392 -0.15 -0.25 0.28 0.00
H 0.6414 0.2056 -1.4407 -0.23 0.33 0.28 -0.01
Cr -2.3574 -1.7755 1.0357 -1.35 -0.87 0.79 4.17
H 2.5806 4.3916 -2.7731 0.19 -0.12 0.17 0.00
H 2.8890 4.9812 -0.4196 -0.13 -0.25 0.00 0.00
H 5.7838 1.4842 -0.2040 -0.15 0.14 -0.18 0.00
H 1.4087 4.0881 -0.7169 0.23 -0.06 0.05 0.00
C 4.4460 0.8370 -1.7365 0.13 -0.11 0.34 0.00
C -0.0353 -0.6873 3.5034 0.40 0.36 0.27 0.03
H -0.8016 1.1165 -0.8836 0.33 -0.29 0.10 0.01
H 2.2830 3.1313 1.3354 0.20 -0.18 -0.29 0.00
H 5.2026 2.7994 -1.2060 -0.03 -0.32 0.37 0.00
H -3.0595 -0.1112 -2.1656 0.21 -0.23 -0.13 0.00
H 4.3814 -0.1440 -1.2379 -0.04 0.21 -0.14 0.00
H -2.3848 1.2744 3.2129 0.15 0.05 -0.29 0.01
H -0.9573 2.1683 2.5874 -0.27 -0.13 -0.04 0.00
C -2.3404 -0.8947 -2.4417 0.23 0.20 -0.70 0.01
C 0.3787 0.1949 0.7284 0.20 0.33 0.53 0.02
H 0.7261 0.0588 3.7867 -0.23 -0.28 -0.01 0.00
H 0.4090 -2.9259 -0.6298 -0.18 0.11 -0.30 0.00
H -2.9758 -3.0121 3.2496 -0.17 0.32 0.09 0.01
H 5.2611 0.7371 -2.4741 -0.24 -0.02 0.15 0.00
H -4.2887 -1.8744 2.8254 0.32 -0.06 0.22 0.02
C -3.1997 -1.9627 2.9800 0.13 -0.11 -0.29 -0.08
H 1.6791 2.3480 -3.2657 0.26 -0.22 0.35 0.00
C -5.7654 -3.9630 0.5742 0.80 0.17 -0.47 0.00
H 4.0843 1.5768 1.3226 -0.30 0.18 -0.31 0.00
H 2.7368 0.2342 -2.9780 0.01 0.35 0.21 0.00
H 4.0954 3.7767 -2.1411 -0.46 -0.04 -0.17 0.00
C 2.5050 3.9795 -0.6794 -0.22 0.05 -0.30 0.00
P -0.9132 -0.1943 2.0005 -0.24 -0.32 -0.87 -0.21
Cl -7.0863 -4.8075 -0.2572 0.38 0.12 0.13 0.00
H -2.8915 -1.8218 -2.6617 0.14 0.31 0.05 0.01
O -3.4329 -3.2650 0.1763 -0.50 -0.20 -0.03 -0.01
C 2.5734 2.2942 -2.6279 -0.28 -0.23 -0.28 0.00
H 1.1577 -0.5804 0.8459 -0.22 0.31 -0.16 0.02
C -4.3484 -4.0786 -0.1984 -0.23 -0.25 -0.42 -0.02
Cl -6.2084 -2.2335 0.6900 0.00 -0.22 0.25 0.01
Cl -5.4850 -4.7181 2.1555 -0.21 0.26 0.06 0.00
C 4.8827 1.8876 -0.6900 0.53 -0.23 -0.13 0.00
C 3.1564 1.1065 -2.4596 0.12 0.18 -0.35 0.00
H -2.8933 -1.3108 3.8123 -0.19 -0.19 -0.12 0.00
C 3.8882 2.1540 0.4081 -0.19 -0.01 0.43 0.00
C 2.8676 3.0149 0.4139 0.43 0.10 0.16 0.00
H -0.7727 -0.7890 4.3111 0.26 -0.02 -0.24 0.01
C -0.1956 -2.6163 -1.4951 0.27 -0.03 -0.57 0.03
C 3.0099 3.6347 -2.0994 -0.06 0.58 -0.06 0.00
H 0.4496 -1.6591 3.3400 -0.16 0.26 0.05 0.00
C -1.7117 1.4017 2.3529 0.16 0.25 0.26 0.05
H -2.3061 1.7211 1.4853 0.19 -0.10 0.26 0.00
O -4.2889 -4.9446 -1.0539 0.18 0.56 0.48 0.01
H -0.8551 -3.4504 -1.7835 0.29 0.21 0.13 0.01
H 0.8259 1.1675 0.9921 0.13 -0.35 -0.29 -0.01
C -0.1811 0.2177 -0.7055 0.05 -0.10 -0.53 0.00
H -1.7564 -0.5827 -3.3252 -0.37 -0.11 0.20 0.00
P -1.2729 -1.2358 -1.0350 -0.10 -0.06 1.03 -0.06
```
Forces are in eV/Å.

Summary:
Strongest force on any atom (eV Å⁻¹): 1.8
Multiplicity: 5
LUMO (alpha / beta) (eV): 0.18 / 0.12
ΔE to the lowest compared entry with this formula, charge and spin (kJ/mol): 0.0